# 1
{"formula": "C2H3IO", "method": "ωB97M-V/def2-TZVPD", "symbols": ["C", "C", "O", "I", "H", "H", "H"], "coordinates": [[0.153780, -0.089364, -0.060964], [1.272483, -0.629217, 0.779768], [1.140378, 0.670336, 0.688423], [-3.040773, 1.700253, -1.982030], [0.325310, -0.123897, -1.165364], [-0.841683, -0.137741, 0.247595], [0.990506, -1.390371, 1.492573]], "atomic_forces_ev_per_a": [[3.113, -1.145, -2.123], [-1.692, -2.079, -2.049], [-0.589, 1.977, 0.940], [0.008, -0.002, 0.005], [-0.203, 0.408, 1.072], [-1.312, 0.400, 0.884], [0.674, 0.441, 1.271]], "mulliken_charge": [-0.2283, -0.1664, -0.2809, 0.0051, 0.1716, 0.2561, 0.2429], "spin_multiplicity": 1, "fmax_ev_per_a": 3.938, "e_lumo_ha": [0.01347, -0.12746], "energy_ev": -12265.8781, "relative_energy_kcal_mol": 104.2, "homo_lumo_gap_ev": [10.82, 4.93]}



# 2
{"formula": "CH4O3", "method": "ωB97M-V/def2-TZVPD", "symbols": ["C", "O", "O", "O", "H", "H", "H", "H"], "coordinates": [[-0.364886, -0.140493, 0.676641], [0.220840, -1.057929, -0.018752], [-0.491695, -0.022971, 1.862599], [-1.291774, 0.469291, -1.504851], [0.692227, 1.208257, 0.596184], [0.656018, -1.850794, 0.483990], [1.267079, 1.442489, 0.070889], [-0.687808, -0.047849, -2.166698]], "atomic_forces_ev_per_a": [[-0.724, -0.966, 1.872], [1.319, -2.412, -0.273], [-0.362, 0.120, -1.953], [1.392, -1.015, -0.771], [1.970, 1.452, -1.467], [-1.108, 2.054, -0.494], [-1.171, -0.371, 1.212], [-1.315, 1.138, 1.873]], "mulliken_charge": [0.5003, -0.3765, -0.3585, -0.4651, -0.1612, 0.3324, 0.2183, 0.3103], "spin_multiplicity": 1, "fmax_ev_per_a": 2.853, "e_lumo_ha": [-0.04058, -0.05122], "energy_ev": -7238.6801, "relative_energy_kcal_mol": 137.7, "homo_lumo_gap_ev": [10.40, 8.01]}



# 3
{"formula": "C8H13IN2", "method": "ωB97M-V/def2-TZVPD", "symbols": ["C", "C", "N", "N", "C", "C", "C", "C", "C", "C", "I", "H", "H", "H", "H", "H", "H", "H", "H", "H", "H", "H", "H", "H"], "coordinates": [[-2.852631, -2.973694, 0.631872], [-1.820750, -2.209682, 0.420196], [-0.565594, -2.486841, 0.880300], [0.284451, -1.652140, 0.749456], [-0.244067, -0.429709, 0.111578], [0.767633, 0.008001, -1.038315], [2.218532, -0.194579, -0.745787], [-0.401559, 0.556769, 1.209742], [-0.055371, 2.094398, 0.929893], [-1.642107, -0.849696, -0.465459], [-3.307105, 0.472062, -0.115975], [-2.884240, -3.867767, 1.247058], [-3.877643, -2.734590, 0.132089], [0.491443, -0.533505, -2.023358], [0.683119, 1.000448, -1.437678], [2.403212, 0.475427, 0.097908], [2.772284, 0.226819, -1.611619], [2.291054, -1.293241, -0.582888], [-1.524698, 0.550016, 1.520126], [0.306527, 0.394063, 2.103060], [-0.490553, 2.712494, 1.740217], [-0.415782, 2.506319, -0.075477], [0.957932, 2.189861, 1.050381], [-1.668030, -0.963596, -1.618916]], "atomic_forces_ev_per_a": [[-3.610, -0.361, -0.939], [-0.045, 2.852, -2.841], [0.032, -3.510, 2.133], [1.403, 1.618, -0.700], [0.294, 1.020, -2.569], [-1.779, -1.303, -2.007], [-0.355, -0.154, -0.250], [-0.506, 3.035, 2.580], [-3.289, -0.702, -0.885], [-0.278, -1.395, -0.219], [-0.150, -0.133, -0.499], [0.529, 0.177, -0.072], [2.028, -0.190, 1.030], [0.319, 0.072, 1.619], [-0.799, 0.978, 0.668], [0.685, -0.695, 0.330], [0.018, -0.755, 0.549], [1.101, 1.039, 0.209], [2.420, -0.236, 0.223], [-1.344, -0.562, -1.220], [-0.056, -0.396, -0.477], [0.523, -0.654, 1.427], [2.637, 0.461, -0.244], [0.221, -0.208, 2.155]], "mulliken_charge": [-0.7612, 0.8717, -0.6837, -0.3299, 2.0774, -1.1519, -1.0368, -0.7369, -1.2720, -1.2784, 0.0971, 0.3163, 0.1925, 0.3319, 0.4643, 0.2276, 0.3554, 0.3194, 0.2480, 0.2582, 0.3870, 0.2255, 0.4279, 0.4505], "spin_multiplicity": 1, "fmax_ev_per_a": 4.107, "e_lumo_ha": 0.00212, "energy_ev": -19584.3241, "relative_energy_kcal_mol": 54.7, "smiles": "C=C1N=NC(CC)(CC)[C@@H]1I", "homo_lumo_gap_ev": 9.05}



# 4
{"formula": "C4H13N2", "method": "ωB97M-V/def2-TZVPD", "symbols": ["C", "C", "C", "C", "N", "N", "H", "H", "H", "H", "H", "H", "H", "H", "H", "H", "H", "H", "H"], "coordinates": [[2.121965, 1.000093, 0.553328], [0.926441, 0.142115, 0.024845], [-0.093987, -0.289381, 1.059303], [-1.388003, -1.288197, 0.471531], [-1.895981, -0.565544, -0.725472], [0.236489, 0.759601, -1.147599], [2.899840, 1.036516, -0.224879], [1.623021, 2.090658, 0.597736], [2.473645, 0.696097, 1.486662], [1.302250, -0.767154, -0.330933], [0.341631, -0.982442, 1.777261], [-0.608248, 0.688473, 1.318842], [-2.122059, -1.607748, 1.196245], [-0.778680, -2.205354, 0.120699], [-2.747534, -0.132647, -0.666809], [-0.971839, 0.226919, -1.000314], [-1.861665, -1.235469, -1.551299], [-0.163268, 1.703562, -0.932857], [0.705987, 0.729899, -2.026292]], "atomic_forces_ev_per_a": [[-3.175, 2.663, -2.475], [0.639, 0.088, -0.040], [-3.498, -0.027, -0.780], [4.481, 0.612, -0.633], [2.938, -2.704, -1.721], [-1.748, 1.179, 1.916], [-0.163, -0.040, 0.484], [1.534, -2.117, 0.345], [0.602, -0.441, 1.439], [0.942, -1.417, -0.976], [0.108, 1.013, 0.666], [0.572, -1.319, 1.095], [-0.112, 0.384, 0.174], [-1.409, 1.251, 0.384], [-2.838, 1.015, 0.397], [-0.010, -0.959, -0.646], [-0.610, 1.261, 1.251], [1.297, -0.574, -0.385], [0.452, 0.130, -0.497]], "mulliken_charge": [-1.1750, 0.1684, -0.8799, -0.5766, -0.4050, -0.4897, 0.3491, 0.2700, 0.3988, 0.3270, 0.4041, 0.3153, 0.3835, 0.3025, 0.2784, 0.3112, 0.3620, 0.3961, 0.2598], "charge": 1, "spin_multiplicity": 1, "fmax_ev_per_a": 4.827, "e_lumo_ha": -0.11138, "energy_ev": -7331.4975, "relative_energy_kcal_mol": 45.9, "homo_lumo_gap_ev": 11.39}